{
  "formula": "CHF2O4S",
  "method": "ωB97M-V with the def2-TZVPD basis set",
  "species": ["C", "O", "O", "O", "O", "F", "F", "S", "H"],
  "xyz": [[0.7879, -0.3887, 2.3736], [-1.8120, 1.2981, 1.1390], [0.1430, 2.6031, 0.5716], [-0.4109, 0.5542, -0.7713], [0.6066, -1.3234, 1.6768], [2.0325, 0.1346, 2.5843], [0.0318, 0.0465, 3.4168], [-0.3629, 1.2748, 0.8153], [-0.6948, -0.2606, -0.4042]],
  "lowdin_charge": [-0.6534, -0.4749, -0.4584, -0.2908, 0.1123, 0.0856, 0.0887, 0.6240, -0.0330],
  "total_energy_ev": -25514.842,
  "e_above_lowest_ev": 0.3248,
  "homo_ev": -4.55,
  "charge": -1,
  "homo_lumo_gap_ev": 8.40,
  "lumo_ev": 3.8473
}

=====

{
  "formula": "C4H13NO2",
  "method": "ωB97M-V with the def2-TZVPD basis set",
  "species": ["C", "N", "C", "C", "C", "O", "H", "H", "H", "H", "H", "H", "H", "H", "H", "H", "H", "H", "H", "O"],
  "xyz": [[-2.0773, -0.1707, 0.5401], [-0.6342, -0.2488, 0.9285], [-0.1451, -0.3543, 2.2702], [0.2488, 0.5517, 0.0404], [1.5406, -0.3050, -0.1676], [2.4933, 0.1822, -1.1936], [-2.8161, -0.8639, 1.0688], [-2.4720, 0.7978, 0.8562], [-2.2758, -0.2202, -0.5535], [0.0518, 0.6470, 2.7953], [0.7701, -0.8779, 2.2209], [-0.9048, -0.8512, 2.8378], [0.3005, 1.6893, 0.2619], [-0.3017, 0.4996, -0.9187], [1.2653, -1.3656, -0.3420], [2.1276, -0.3378, 0.7315], [2.0756, 0.9228, -1.6704], [-0.0893, 0.0922, -2.5551], [0.3403, -0.2601, -3.9320], [0.5024, 0.4731, -3.2186]],
  "lowdin_charge": [-0.0842, -0.2932, -0.1081, -0.1838, -0.2038, -0.1059, 0.0956, 0.0644, 0.0778, 0.1065, 0.0520, 0.0738, 0.1531, 0.0670, 0.1261, 0.0864, 0.0557, -0.0005, 0.1107, -0.0895],
  "total_energy_ev": -9941.848,
  "e_above_lowest_ev": 2.3481,
  "homo_ev": -8.31,
  "charge": 0,
  "homo_lumo_gap_ev": 8.93,
  "lumo_ev": 0.6200,
  "smiles": "CN(C)CCO.O"
}

=====

{
  "formula": "C2HN2O3S",
  "method": "ωB97M-V with the def2-TZVPD basis set",
  "species": ["C", "C", "N", "N", "O", "O", "O", "S", "H"],
  "xyz": [[0.4508, -0.6139, 1.7146], [-0.5295, 0.8530, -0.9742], [0.2632, -1.4971, 0.9411], [-1.2342, -0.2873, -0.6495], [0.8183, 0.7005, -1.1438], [-1.0489, 1.9373, -1.1102], [-0.4877, -1.3587, -0.5017], [0.7756, 0.5216, 2.7616], [0.9923, -0.2553, -1.0379]],
  "lowdin_charge": [-0.9126, -0.6618, 0.0409, -0.0115, 0.0505, 0.0317, -0.1905, 0.5727, 0.0807],
  "total_energy_ev": -22046.177,
  "e_above_lowest_ev": 2.7794,
  "homo_ev": [-4.51, -4.51],
  "charge": -1,
  "homo_lumo_gap_ev": [7.55, 7.54],
  "lumo_ev": [3.0364, 3.0362],
  "smiles": "[O-]/C(O)=N/ON=C=S"
}

=====

{
  "formula": "C54H43ClN6OP2STc",
  "method": "ωB97M-V with the def2-TZVPD basis set",
  "species": ["Tc", "Cl", "C", "C", "C", "C", "O", "C", "C", "N", "C", "C", "C", "C", "C", "C", "C", "C", "N", "C", "C", "H", "H", "H", "H", "H", "H", "H", "H", "H", "H", "N", "C", "S", "N", "N", "C", "C", "C", "C", "C", "C", "C", "C", "C", "C", "C", "C", "N", "H", "H", "H", "H", "H", "H", "H", "H", "H", "H", "H", "C", "P", "C", "C", "C", "C", "C", "C", "C", "C", "C", "C", "C", "C", "P", "C", "C", "C", "C", "C", "C", "C", "C", "C", "C", "C", "C", "H", "H", "H", "H", "H", "H", "H", "H", "H", "H", "H", "H", "H", "H", "H", "H", "H", "H", "H", "H", "H", "H"],
  "xyz": [[1.4042, -0.5977, -1.0187], [-3.2361, -6.0934, 0.1273], [-2.2359, -4.8445, -0.4911], [-1.9378, -4.7955, -1.9357], [-0.3518, -3.7609, -2.8172], [0.2371, -3.1469, -1.5495], [0.6133, -1.0766, -2.8586], [-0.8549, -2.8443, -0.3943], [-0.4582, -1.9322, 0.8300], [0.5530, -0.7818, 0.9427], [-0.0226, 1.3219, 2.0866], [-0.5731, 0.8615, 3.4298], [-0.1356, 1.6391, 4.6261], [1.1642, 1.8154, 4.7675], [2.0737, 1.5053, 3.6557], [3.3417, 1.8926, 3.8561], [4.3313, 2.1961, 2.8417], [4.0535, 2.1722, 1.5520], [2.9961, 0.2130, 0.0160], [1.5032, 0.9364, 2.3285], [-1.6708, -3.9198, 0.2610], [-2.6357, -5.3823, -2.5244], [0.2159, -3.4471, -3.6924], [-0.2141, -2.6358, 1.6166], [-1.6531, 0.7976, 3.3890], [-0.8560, 1.9575, 5.3696], [1.5946, 2.2972, 5.6371], [3.5979, 2.1988, 4.8626], [5.2882, 2.5900, 3.1646], [4.6890, 2.5788, 0.7720], [-1.8105, -3.9080, 1.3353], [5.2090, -0.3323, 0.9173], [4.0630, -0.6769, 0.2531], [2.5633, 1.5308, 0.8797], [3.9872, -1.8913, -0.1496], [2.7442, -2.2616, -0.6377], [2.6645, -3.5511, -0.8425], [3.7901, -4.5189, -0.7737], [4.6633, -4.6444, 0.3088], [5.7043, -5.5545, 0.2658], [5.9102, -6.3340, -0.8647], [5.0508, -6.2190, -1.9460], [3.9879, -5.3306, -1.8954], [1.3670, -4.0439, -1.2705], [0.8480, -5.2721, -1.4962], [-0.4293, -5.1919, -2.3586], [-1.7802, -3.3254, -2.5527], [-1.4833, -2.1216, -1.5948], [0.0001, -1.7342, -1.8567], [5.5798, 0.5940, 0.8031], [5.9021, -1.0655, 0.8745], [4.5061, -4.0543, 1.1989], [6.3617, -5.6565, 1.1201], [6.7350, -7.0339, -0.8997], [5.2048, -6.8200, -2.8325], [3.3329, -5.2396, -2.7517], [1.3400, -6.2064, -1.2520], [-0.4406, -5.9962, -3.0903], [-2.4607, -3.1004, -3.3664], [-2.2032, -1.3219, -1.5164], [-2.2237, 1.3732, -1.1035], [-0.4610, 1.0976, -0.6473], [-0.0635, 2.7020, 0.0656], [-0.3126, 2.7466, 1.5458], [0.3903, 3.8811, 2.2194], [1.0071, 4.8531, 1.5095], [1.0676, 4.8153, 0.0837], [0.5741, 3.7154, -0.6075], [-0.5309, 0.2545, 1.0245], [-1.5949, -0.9424, 1.2518], [-2.0365, -1.4578, 2.6060], [-1.1414, -1.5164, 3.5753], [0.0652, -0.5991, 3.4904], [1.1565, -0.6059, 2.3180], [-2.4099, 2.5448, -2.5404], [-2.3051, 4.1721, -1.6983], [-2.9224, 4.4527, -0.4792], [-2.8101, 5.7109, 0.0930], [-2.0971, 6.7122, -0.5612], [-1.5061, 6.4516, -1.7885], [-1.6055, 5.1826, -2.3507], [-4.2262, 2.4444, -2.7924], [-4.7352, 3.2505, -3.8132], [-6.0969, 3.2987, -4.0626], [-6.9712, 2.5300, -3.3033], [-6.4757, 1.7120, -2.3022], [-5.1080, 1.6680, -2.0468], [-2.7648, 1.6931, -0.2103], [-2.6501, 0.4435, -1.4698], [-1.3990, 2.9003, 1.7007], [0.3237, 3.9547, 3.2966], [1.4552, 5.6895, 2.0321], [1.5420, 5.6264, -0.4534], [0.7199, 3.6355, -1.6801], [-2.4397, -0.8829, 0.5716], [-3.0033, -1.9444, 2.6669], [-1.3376, -2.0082, 4.5205], [0.6439, -0.6955, 4.4042], [1.9822, -1.2913, 2.4964], [-3.5241, 3.6966, 0.0172], [-3.2993, 5.9230, 1.0360], [-2.0221, 7.6984, -0.1206], [-0.9728, 7.2354, -2.3119], [-1.1343, 4.9756, -3.3059], [-4.0578, 3.8465, -4.4161], [-6.4775, 3.9313, -4.8543], [-8.0356, 2.5673, -3.4961], [-7.1527, 1.1058, -1.7131], [-4.7521, 1.0188, -1.2556]],
  "mulliken_spin": [1.0255, 0.0000, -0.0025, 0.0033, -0.0003, 0.0212, 0.0698, 0.0155, -0.0165, 0.0507, 0.0006, -0.0031, -0.0004, 0.0041, 0.0006, -0.0031, 0.0036, 0.0005, -0.0593, 0.0053, -0.0001, 0.0001, 0.0011, 0.0002, -0.0007, -0.0004, -0.0001, 0.0003, -0.0001, -0.0013, -0.0003, 0.0036, 0.0089, 0.0055, 0.0125, -0.0706, 0.0031, 0.0172, 0.0018, -0.0011, 0.0021, -0.0010, 0.0048, -0.0067, 0.0177, -0.0011, -0.0008, -0.0279, -0.0547, -0.0003, 0.0000, -0.0001, 0.0000, 0.0001, 0.0000, 0.0003, -0.0013, 0.0007, 0.0001, -0.0023, -0.0007, -0.0206, 0.0116, -0.0120, 0.0149, 0.0014, 0.0136, -0.0010, -0.0511, -0.0035, 0.0020, 0.0003, 0.0057, 0.0134, 0.0007, 0.0013, -0.0019, 0.0001, -0.0004, 0.0000, 0.0002, -0.0002, -0.0002, 0.0000, 0.0000, 0.0000, 0.0003, 0.0004, 0.0032, 0.0052, 0.0007, 0.0007, -0.0020, -0.0036, 0.0007, -0.0001, -0.0004, -0.0020, -0.0018, 0.0000, 0.0001, 0.0000, 0.0001, 0.0001, 0.0000, 0.0000, 0.0000, 0.0000, 0.0001],
  "total_energy_ev": -111792.647,
  "homo_ev": [-11.22, -11.62],
  "s2": 0.758,
  "charge": 2,
  "multiplicity": 2,
  "homo_lumo_gap_ev": [3.54, 4.09],
  "lumo_ev": [-7.6783, -7.5359]
}

=====

{
  "formula": "C4H9N3O2",
  "method": "ωB97M-V with the def2-TZVPD basis set",
  "species": ["C", "C", "C", "C", "H", "H", "H", "H", "H", "H", "H", "H", "H", "N", "N", "N", "O", "O"],
  "xyz": [[1.2528, 0.2455, -0.7800], [2.1767, 0.1326, 0.4319], [-0.7795, -0.9442, -0.6746], [-2.9315, -0.4244, 0.1280], [-1.3142, 1.0602, 0.8035], [-0.0805, 2.0796, 0.1498], [1.4580, 1.1950, -1.2898], [1.4329, -0.6296, -1.3924], [2.0165, 1.0052, 1.1629], [3.1526, 0.3349, -0.0065], [1.4042, -1.1242, 1.6476], [-0.1842, -1.7603, -1.1017], [-3.8707, -0.6353, -0.4458], [-0.7952, 1.3781, -0.0320], [-0.1452, 0.2301, -0.4893], [-1.9550, -1.2789, -0.3003], [2.1674, -1.1171, 1.0499], [-3.0052, 0.2527, 1.1387]],
  "lowdin_charge": [-0.1652, -0.2737, -0.1786, -0.3821, 0.0699, 0.0937, 0.1295, 0.1189, 0.1385, 0.1139, 0.1012, 0.1389, 0.1243, 0.1179, -0.1906, 0.0901, -0.0396, -0.0071],
  "total_energy_ev": -12857.163,
  "e_above_lowest_ev": 2.7649,
  "homo_ev": -8.53,
  "charge": 0,
  "homo_lumo_gap_ev": 9.10,
  "lumo_ev": 0.5730,
  "smiles": "NN(/C=N\\C=O)CCO"
}

=====

{
  "formula": "C53H45N2NaO2P3S5",
  "method": "ωB97M-V with the def2-TZVPD basis set",
  "species": ["Na", "C", "C", "P", "C", "C", "C", "C", "C", "C", "C", "C", "C", "C", "C", "C", "C", "P", "C", "C", "C", "C", "C", "C", "C", "C", "C", "C", "C", "C", "H", "H", "H", "H", "H", "H", "H", "H", "H", "H", "H", "H", "H", "H", "H", "H", "H", "H", "H", "H", "H", "H", "H", "H", "H", "H", "S", "C", "N", "C", "C", "C", "C", "C", "C", "H", "H", "H", "H", "H", "S", "P", "S", "C", "C", "C", "C", "C", "C", "C", "C", "C", "C", "C", "C", "H", "H", "H", "H", "H", "H", "H", "H", "H", "H", "O", "S", "O", "N", "C", "S", "C", "C", "C", "C", "C", "C", "H", "H", "H", "H"],
  "xyz": [[0.8295, -0.2875, -1.2580], [-2.2888, -0.5341, 2.1739], [-0.9403, 0.2010, 2.0482], [0.4933, -0.9281, 2.3111], [1.8944, 0.1613, 1.8449], [3.1638, -0.4219, 1.8218], [4.2905, 0.3353, 1.5433], [4.1608, 1.6927, 1.2703], [2.9038, 2.2773, 1.2612], [1.7740, 1.5174, 1.5445], [0.5907, -0.8686, 4.1525], [0.2941, -2.0257, 4.8660], [0.3243, -2.0339, 6.2565], [0.6545, -0.8790, 6.9476], [0.9512, 0.2847, 6.2445], [0.9173, 0.2890, 4.8590], [-2.9094, -0.7620, 0.8059], [-1.7960, -1.7300, -0.2985], [-1.8627, -3.3924, 0.5012], [-3.0325, -4.1327, 0.6772], [-3.0048, -5.3596, 1.3232], [-1.8062, -5.8690, 1.8084], [-0.6335, -5.1535, 1.6262], [-0.6651, -3.9273, 0.9731], [-2.8889, -2.0092, -1.7534], [-4.3491, -2.1225, -1.6939], [-5.0789, -2.4967, -2.7510], [-4.4797, -2.6573, -4.0862], [-3.0024, -2.4449, -4.1787], [-2.2746, -2.1966, -2.9284], [-2.9794, 0.0460, 2.7907], [-2.1814, -1.4991, 2.6834], [-0.8881, 1.0251, 2.7636], [-0.8536, 0.6310, 1.0491], [3.2613, -1.4850, 2.0143], [5.2671, -0.1328, 1.5067], [5.0366, 2.2851, 1.0352], [2.7943, 3.3275, 1.0200], [0.8002, 1.9903, 1.5076], [0.0363, -2.9304, 4.3256], [0.0984, -2.9441, 6.7984], [0.6865, -0.8827, 8.0301], [1.2159, 1.1892, 6.7787], [1.1564, 1.1994, 4.3193], [-3.1192, 0.1855, 0.2988], [-3.8532, -1.2944, 0.9271], [-3.9754, -3.7651, 0.2945], [-3.9224, -5.9219, 1.4457], [-1.7891, -6.8225, 2.3219], [0.3077, -5.5458, 1.9906], [0.2541, -3.3719, 0.8307], [-4.8632, -1.9770, -0.7539], [-6.1467, -2.6533, -2.6525], [-4.9461, -3.3574, -4.7665], [-2.4551, -2.9715, -4.9481], [-1.1927, -2.2293, -2.9825], [-0.8334, 4.5432, -1.6658], [-0.4372, 3.0438, -0.8887], [-1.2774, 2.6023, -0.0195], [-2.3669, 3.4590, 0.0741], [-3.4710, 3.2714, 0.9062], [-4.4876, 4.2047, 0.8891], [-4.4166, 5.3307, 0.0584], [-3.3261, 5.5352, -0.7649], [-2.3025, 4.5889, -0.7511], [0.4956, 2.5503, -1.1235], [-3.5140, 2.4003, 1.5495], [-5.3532, 4.0659, 1.5245], [-5.2271, 6.0485, 0.0604], [-3.2688, 6.4036, -1.4086], [-3.9859, -1.0934, -4.9127], [-0.2060, 0.4842, -5.2222], [-0.6340, 0.7861, -3.2336], [1.2292, -0.6994, -5.2113], [1.2534, -1.7451, -6.1270], [2.3150, -2.6492, -6.1468], [3.3566, -2.5165, -5.2417], [3.3500, -1.4659, -4.3269], [2.2955, -0.5653, -4.3189], [0.7800, 1.9666, -5.7548], [1.0956, 2.0895, -7.1081], [1.8222, 3.1752, -7.5743], [2.2312, 4.1709, -6.6934], [1.9134, 4.0636, -5.3469], [1.1920, 2.9684, -4.8837], [0.4358, -1.8514, -6.8324], [2.3238, -3.4587, -6.8673], [4.1709, -3.2311, -5.2416], [4.1674, -1.3478, -3.6242], [2.2973, 0.2627, -3.6164], [0.7735, 1.3178, -7.8011], [2.0641, 3.2522, -8.6281], [2.7930, 5.0223, -7.0584], [2.2245, 4.8335, -4.6501], [0.9495, 2.8661, -3.8300], [6.6843, -1.3094, -1.7311], [6.0589, -0.7146, -0.5804], [6.2065, -1.3928, 0.6799], [4.4845, -0.3845, -0.8917], [4.2551, 0.9050, -0.9366], [2.7571, 1.6040, -1.3073], [5.4580, 1.7552, -0.6287], [5.5352, 3.1308, -0.5032], [6.7551, 3.6892, -0.1402], [7.8767, 2.8880, 0.0676], [7.7987, 1.5074, -0.0713], [6.5714, 0.9723, -0.4068], [4.6555, 3.7348, -0.6847], [6.8378, 4.7617, -0.0126], [8.8169, 3.3455, 0.3504], [8.6648, 0.8756, 0.0781]],
  "lowdin_charge": [0.0580, -0.2996, -0.3932, 1.0704, -0.3888, -0.0814, -0.0877, -0.1568, -0.1634, -0.1553, -0.3555, -0.1062, -0.0966, -0.1013, -0.0874, -0.0832, -0.3552, 1.0771, -0.3536, -0.0836, -0.0907, -0.0987, -0.0897, -0.1360, -0.3630, -0.1077, -0.1144, -0.5133, -0.5061, -0.1583, 0.1005, 0.0919, 0.0831, 0.0216, 0.1093, 0.0716, 0.0836, 0.1067, 0.0799, 0.0910, 0.0972, 0.0958, 0.0991, 0.1045, 0.0838, 0.0685, 0.0883, 0.0979, 0.0970, 0.1018, 0.0553, 0.0848, 0.1032, 0.0966, 0.1028, 0.0815, 1.0543, -0.5062, 0.0556, -0.3042, -0.0183, -0.0933, -0.1008, -0.0933, -0.4721, -0.0283, 0.1025, 0.0970, 0.0970, 0.1044, 0.8359, 0.5868, 0.1549, -0.4321, -0.1305, -0.1091, -0.1007, -0.0711, -0.1191, -0.4237, -0.1213, -0.1090, -0.1142, -0.0930, -0.1226, 0.0857, 0.0905, 0.0954, 0.0911, 0.0295, 0.0935, 0.0914, 0.0898, 0.0955, 0.0340, -0.2991, 0.6414, -0.3156, -0.0853, -0.7489, 0.7813, -0.2805, -0.0644, -0.0588, -0.0710, -0.0244, -0.2151, 0.1167, 0.1050, 0.1005, 0.1201],
  "total_energy_ev": -149226.768,
  "e_above_lowest_ev": 5.9841,
  "homo_ev": -4.29,
  "charge": -1,
  "homo_lumo_gap_ev": 6.15,
  "lumo_ev": 1.8591
}